(1)
Computed, not measured: an isolated molecule of C2H2N4O2, with ωB97M-V with the def2-TZVPD basis set.

```
10
Properties=species:S:1:pos:R:3:forces:R:3
O 1.4647 -0.2518 1.5619 -6.2774 0.9159 0.8838
C 0.2717 -0.0449 1.1247 4.9779 0.3972 2.0907
O -0.9707 0.4005 1.6589 3.3889 -2.1433 0.7820
N 0.2428 -0.0980 -0.2078 0.6606 0.2942 -1.5636
C -0.8161 -0.1113 -1.0739 2.4991 0.8641 1.1010
N -0.2997 -0.0521 -2.2653 -0.1135 0.1638 -0.4060
N 1.1781 0.0475 -2.0755 -2.6293 -0.2299 -2.3630
N 1.4795 0.0346 -0.9068 -1.4794 -0.4623 2.0010
H -0.8588 0.0519 2.5772 -0.6626 0.7259 -0.3745
H -1.6915 0.0236 -0.3934 -0.3643 -0.5256 -2.1513
```
Forces are in eV/Å.

Summary:
SMILES string ... O=C(O)n1cnnn1
Energy above the lowest of the compared OMol25 structures with the same formula, charge and spin ... 4.175 eV
LUMO ... -0.21 eV
E_tot ... -12158.573 eV
Gap between HOMO and LUMO ... 10.7 eV
Molecular weight ... 114.06 g/mol
Largest force on an atom ... 6.41 eV Å⁻¹

natural (NBO) population analysis, charges in e, atoms 1 to 4:
1 O -0.543
2 C 0.862
3 O -0.674
4 N -0.343

=====

(2)
Computed, not measured: an isolated molecule of C7H12BrNO2, with ωB97M-V with the def2-TZVPD basis set.

```
23
Properties=species:S:1:pos:R:3:forces:R:3
C 0.0485 -2.3766 -2.2812 -7.1796 -2.0775 0.0173
C -0.4087 -1.0188 -1.8445 -0.7829 2.6407 0.8566
O 0.4555 -0.5002 -0.8227 1.6142 -0.8129 1.5029
C 0.1714 0.7824 -0.3060 0.8987 -0.0578 -0.7937
O 0.0842 0.9103 1.0768 -0.6261 -1.1459 -0.0171
C -1.0077 0.1649 1.6655 -1.0955 1.6688 -1.3881
C -0.9616 0.1320 3.1769 3.0686 3.8327 -0.0880
C 1.3796 1.7059 -0.6209 -1.9714 0.5240 -3.2135
Br 0.7934 3.6038 -0.4927 0.0718 -0.4430 -0.1307
C 2.4395 1.5426 0.2616 2.2337 -0.1593 1.4676
N 3.3664 1.5080 0.9386 -0.1050 -0.1846 -0.0092
H 0.9841 -2.4755 -2.5385 5.1771 -0.0370 -1.1136
H -0.2302 -3.2162 -1.5629 0.5202 1.3170 -0.4871
H -0.5631 -2.7219 -3.2359 1.0583 1.0044 1.7294
H -1.4273 -0.9320 -1.3064 0.9416 -0.7147 -1.6537
H -0.3186 -0.2183 -2.6566 -0.6440 -1.3685 0.4413
H -0.6946 1.0345 -0.9166 -0.5884 1.1100 0.6169
H -1.9185 0.6090 1.2044 -0.0101 0.4252 0.9437
H -1.0846 -0.7649 1.1483 0.7190 -1.4664 0.4111
H 0.1122 -0.0435 3.5000 -1.5286 -0.5762 -0.1426
H -1.2243 1.1018 3.7518 0.6356 -0.6848 -1.6775
H -1.7253 -0.4029 3.5644 -1.8350 -2.9217 1.1467
H 1.7298 1.5755 -1.7033 -0.5725 0.1273 1.5815
```
Forces are in eV/Å.

Summary:
SMILES string ... CCOC(OCC)[C@@H](Br)C#N
Energy above the lowest of the compared OMol25 structures with the same formula, charge and spin ... 1.642 eV
LUMO ... 0.39 eV
E_tot ... -83078.347 eV
Gap between HOMO and LUMO ... 10.7 eV
Molecular weight ... 222.08 g/mol
Largest force on an atom ... 7.47 eV Å⁻¹

natural (NBO) population analysis, charges in e, atoms 1 to 4:
1 C -0.613
2 C -0.065
3 O -0.572
4 C 0.382

=====

(3)
Computed, not measured: an isolated molecule of C2H5N3OS, with ωB97M-V with the def2-TZVPD basis set.

```
12
Properties=species:S:1:pos:R:3:forces:R:3
H 0.2388 2.5845 0.1527 0.9714 1.1035 0.2265
N -0.4694 1.9169 0.3265 -0.5854 -1.9979 -1.2281
C -0.0346 0.8000 -0.1193 0.2228 -0.8507 1.3394
N 1.2898 0.5110 -0.4962 0.2829 0.7025 -0.6946
S 2.1991 -0.8179 0.1062 -0.6099 0.2107 -1.2969
O -0.7817 -0.3903 -0.1371 0.3629 2.1840 0.4346
N -2.1216 0.0072 0.0538 -1.5880 -2.1709 -0.9899
C -2.8810 -1.0378 -0.0242 0.2112 1.5044 1.2733
H 1.8512 1.3657 -0.5550 -0.3743 -0.5966 0.1049
H 1.9962 -0.5013 1.3474 0.1095 0.0135 1.5222
H -3.9888 -0.8148 0.0539 1.5526 -0.5162 -0.0930
H -2.4284 -2.0427 0.0698 -0.5557 0.4138 -0.5984
```
Forces are in eV/Å.

Summary:
SMILES string ... [H]/N=C(\NS)ON=C
Energy above the lowest of the compared OMol25 structures with the same formula, charge and spin ... 4.013 eV
LUMO ... 0.65 eV
E_tot ... -19504.938 eV
Gap between HOMO and LUMO ... 10.1 eV
Molecular weight ... 119.15 g/mol
Largest force on an atom ... 2.87 eV Å⁻¹

natural (NBO) population analysis, charges in e, atoms 1 to 4:
1 H 0.335
2 N -0.693
3 C 0.677
4 N -0.794

=====

(4)
Computed, not measured: an isolated molecule of C4H6O2, with ωB97M-V with the def2-TZVPD basis set.

```
12
Properties=species:S:1:pos:R:3:forces:R:3
C -1.5764 0.1957 0.1195 -0.3773 0.1068 0.0720
O -0.7471 0.7960 -0.8564 0.0195 0.0641 -0.0107
C 0.4793 0.1173 -0.8521 0.2248 -0.0648 -0.2024
C 1.3671 0.3642 0.3429 0.1180 0.1063 0.0640
C 0.4497 -0.8308 0.2832 0.1483 -0.1883 -0.0267
O -0.7947 -0.6779 0.9112 -0.0045 -0.0061 0.0748
H -2.3929 -0.3580 -0.3691 0.1458 0.0234 0.0518
H -1.9874 0.9807 0.7645 0.0215 -0.1196 -0.1043
H 0.8759 -0.1122 -1.8375 -0.0864 0.0674 0.2050
H 2.4373 0.2070 0.2344 -0.1917 -0.0226 -0.0074
H 1.0723 1.1697 1.0113 0.0432 -0.1448 -0.1281
H 0.8167 -1.8518 0.2482 -0.0614 0.1782 0.0121
```
Forces are in eV/Å.

Summary:
SMILES string ... C1O[C@H]2C[C@H]2O1
Energy above the lowest of the compared OMol25 structures with the same formula, charge and spin ... 2.239 eV
LUMO ... 1.09 eV
E_tot ... -8338.222 eV
Gap between HOMO and LUMO ... 10.4 eV
Molecular weight ... 86.09 g/mol
Largest force on an atom ... 0.40 eV Å⁻¹

natural (NBO) population analysis, charges in e, atoms 1 to 4:
1 C 0.235
2 O -0.514
3 C 0.051
4 C -0.472

=====

(5)
Computed, not measured: a structure of composition C28H22F3N3O4PSW, with ωB97M-V with the def2-TZVPD basis set.

```
63
Properties=species:S:1:pos:R:3:forces:R:3
W 0.4489 -0.1563 -0.0886 1.0196 -0.7132 0.6453
N -1.8873 -2.1809 3.1687 -0.0393 0.0184 -0.1004
C -1.1895 -1.7861 2.0879 -0.0710 0.0470 0.0201
S -1.1935 -0.0885 1.6364 -0.1283 0.0234 -0.3557
N -0.5279 -2.6344 1.3700 -0.1493 -0.1426 -0.3680
N -0.0503 -2.0563 0.2253 0.4452 0.7821 0.4959
C 1.1999 -2.2948 -0.2560 0.0531 0.2956 -0.1269
C 1.3284 -2.5675 -1.7115 -0.0756 -0.0332 -0.2200
C 1.8662 -3.7242 -2.2587 -0.0914 0.1182 -0.0341
C 1.8687 -3.8879 -3.6393 -0.0243 0.0504 0.0086
C 1.3325 -2.9080 -4.4665 0.0390 -0.0768 0.0360
C 0.8019 -1.7389 -3.9377 -0.0058 0.0043 0.2107
C 0.8258 -1.5886 -2.5645 0.0630 -0.2460 -0.0132
O 0.4061 -0.4328 -1.9504 -0.4678 0.0830 0.2716
H -2.2874 -1.5137 3.8006 0.0467 0.0038 0.0192
H -1.9509 -3.1616 3.3799 0.0015 -0.0063 -0.0003
H 1.9047 -2.7604 0.4355 0.0056 0.2076 -0.0625
H 2.2733 -4.4908 -1.6126 0.0058 -0.0207 0.0099
H 2.2897 -4.7839 -4.0716 0.0160 -0.0257 -0.0149
H 1.3414 -3.0467 -5.5384 0.0044 -0.0166 -0.0276
H 0.4035 -0.9550 -4.5653 -0.0209 0.0435 -0.0214
F 5.1674 0.0641 0.4204 -0.0379 0.0057 -0.0036
C 4.2540 0.6222 1.2083 0.0722 0.0271 -0.0111
F 4.4600 1.9402 1.2445 -0.0319 0.0090 -0.0113
F 4.3758 0.1325 2.4334 -0.0363 -0.0198 0.0081
C 2.8485 0.3535 0.6417 -0.2325 0.0744 -0.1348
O 2.5975 0.4936 -0.5640 -0.0866 -0.0363 0.3147
O 1.9020 -0.0069 1.4308 -0.2008 -0.1374 -0.3867
O 0.2235 1.8995 -0.1969 -0.0153 -0.6661 -0.1722
P -0.8480 2.8236 -0.8211 -0.1110 0.3365 -0.0870
C -0.0425 4.3575 -1.2359 -0.0152 -0.1126 -0.0036
C 1.1038 4.3099 -2.0317 0.0969 -0.0449 0.0383
C 1.7581 5.4816 -2.3634 -0.0059 0.0009 0.0058
C 1.2756 6.6993 -1.8982 0.0056 0.0006 -0.0105
C 0.1432 6.7472 -1.1013 0.0004 0.0110 0.0005
C -0.5204 5.5765 -0.7676 -0.0994 0.0328 -0.0130
C -1.5587 2.0650 -2.2763 -0.1697 0.0156 0.1223
C -2.3573 0.9298 -2.0945 -0.0565 -0.0465 0.1559
C -2.9045 0.2853 -3.1898 0.0513 0.0497 0.0304
C -2.6707 0.7796 -4.4685 0.0097 0.0071 0.0394
C -1.8981 1.9164 -4.6499 -0.0122 -0.0326 -0.0292
C -1.3426 2.5639 -3.5563 0.1074 0.0407 -0.0029
C -2.1623 3.1294 0.3467 0.1616 0.0018 0.0119
C -1.8211 3.2646 1.6920 0.0399 0.0146 0.0385
C -2.8013 3.5528 2.6249 -0.0203 0.0045 -0.0124
C -4.1189 3.7111 2.2152 0.0202 -0.0095 0.0039
C -4.4581 3.5865 0.8757 -0.0358 0.0128 0.0154
C -3.4817 3.2977 -0.0630 -0.0348 0.0006 -0.0955
H 1.4919 3.3572 -2.3718 0.0131 -0.0190 -0.0133
H 2.6462 5.4481 -2.9774 0.0365 -0.0045 -0.0216
H 1.7907 7.6143 -2.1562 0.0113 0.0186 -0.0035
H -0.2232 7.6950 -0.7347 -0.0166 0.0340 0.0106
H -1.4050 5.6150 -0.1456 -0.0098 0.0023 0.0107
H -2.5660 0.5524 -1.0901 0.0671 0.0849 -0.2202
H -3.5149 -0.5952 -3.0482 -0.0227 -0.0193 0.0034
H -3.1039 0.2811 -5.3247 -0.0083 -0.0161 -0.0201
H -1.7297 2.3061 -5.6439 0.0011 0.0061 -0.0260
H -0.7435 3.4536 -3.7059 -0.0404 -0.0251 0.0137
H -0.7925 3.1399 2.0068 0.0219 -0.0106 0.0117
H -2.5393 3.6544 3.6683 0.0060 0.0029 0.0333
H -4.8858 3.9336 2.9437 -0.0233 0.0135 0.0278
H -5.4839 3.7146 0.5610 -0.0313 0.0016 -0.0065
H -3.7486 3.2024 -1.1083 0.0063 -0.0052 0.0165
```
Forces are in eV/Å.

Summary:
Energy above the lowest of the compared OMol25 structures with the same formula, charge and spin ... 0.000 eV
LUMO (alpha / beta) ... -4.10 / -4.11 eV
E_tot ... -72153.348 eV
Gap between HOMO and LUMO (alpha / beta) ... 6.8 / 6.8 eV
Net charge ... +1
Molecular weight ... 768.38 g/mol
Largest force on an atom ... 1.40 eV Å⁻¹

natural (NBO) population analysis, charges in e, atoms 1 to 4:
1 W 1.820
2 N -0.780
3 C 0.277
4 S -0.056

=====

(6)
Computed, not measured: a structure of composition C12H14BBaCl3N6O2, with ωB97M-V with the def2-TZVPD basis set.

```
39
Properties=species:S:1:pos:R:3:forces:R:3
H -2.3950 -0.3325 2.2890 0.0455 0.0137 -0.2810
N -1.7512 -0.0189 0.2916 -1.0285 0.1058 -0.0145
B -1.6528 0.3667 -2.2117 0.4449 -0.0368 0.9251
N -2.4405 0.1922 -0.8920 0.6238 -0.2500 1.1302
C -3.7671 0.1380 -0.6740 0.3484 -0.0794 0.7707
Ba 1.0359 -0.4763 0.7281 -3.8740 2.1674 0.2491
H -4.4565 0.2604 -1.4981 0.0250 0.0088 0.1750
C -3.9692 -0.0901 0.6872 0.1186 0.0771 -0.3166
H -4.9123 -0.1867 1.1939 -0.0585 0.0196 0.0136
C -2.6791 -0.1710 1.2532 -0.1254 0.1347 -1.3443
H -2.3870 0.5206 -3.1383 -0.0372 -0.0279 -0.1629
C 3.5533 -0.8828 1.3605 0.3334 -1.2378 1.4306
H 4.2545 -0.8877 2.1931 0.2192 -0.0145 -0.2167
H 3.4157 0.1757 1.0693 0.0157 -0.6109 0.3262
H 3.9544 -1.4692 0.5249 -0.0932 0.1376 0.1549
N -0.7896 -0.9165 -2.3766 1.5548 -0.9985 1.0452
N -0.6584 1.5469 -2.0762 1.1088 0.1591 0.8878
N 0.1503 -1.2860 -1.3928 -1.2888 -1.4138 -3.3604
N 0.2566 1.5720 -1.0341 -0.1919 0.8972 -0.7023
C -0.7902 -1.8134 -3.3724 0.5961 0.0548 0.9673
C -0.4758 2.6105 -2.8813 0.5777 0.0275 0.8093
H -1.4555 -1.6632 -4.2070 0.0658 -0.1594 -0.0522
H -1.0879 2.7303 -3.7633 0.0755 0.0950 0.1053
C 0.1424 -2.8074 -3.0740 -0.0428 0.1969 0.1875
C 0.5578 3.3826 -2.3473 -0.2807 -0.3021 0.0185
C 0.7041 -2.4520 -1.8336 -1.2762 1.2282 -0.6908
C 0.9709 2.7047 -1.1807 -0.9984 -0.6150 -0.9948
H 0.3681 -3.6583 -3.6803 0.0982 -0.2527 -0.0982
H 0.9505 4.2971 -2.7458 0.0236 0.1560 -0.0418
H 1.4620 -2.9775 -1.2561 -0.1476 0.1386 -0.1070
H 1.7354 2.9924 -0.4658 -0.1548 -0.1436 -0.1097
H 2.6191 -1.4272 1.7999 3.0920 0.7386 -0.1551
Cl 0.4650 -0.9323 6.3011 0.2351 0.1153 -0.1295
C 1.5549 -0.0200 5.2485 -0.4740 0.0854 -0.7933
Cl 1.8719 1.5776 5.9366 -0.0043 -0.2943 -0.0888
Cl 3.1074 -0.9175 5.0464 -0.2847 0.1533 0.1307
C 0.9509 0.0992 3.7554 0.1923 0.0257 -0.7141
O 0.2386 -0.8673 3.3475 0.9431 0.9796 0.3837
O 1.3484 1.0867 3.0756 -0.3768 -1.2792 0.6634
```
Forces are in eV/Å.

Summary:
LUMO ... -0.31 eV
E_tot ... -64647.175 eV
Gap between HOMO and LUMO ... 8.4 eV
Molecular weight ... 528.78 g/mol
Largest force on an atom ... 4.45 eV Å⁻¹

Mulliken population analysis, charges in e, atoms 1 to 4:
1 H 0.512
2 N 0.117
3 B 0.108
4 N -0.150